65
Properties=species:S:1:pos:R:3:forces:R:3:mulliken_charge:R:1 method="wB97M-V/def2-TZVPD" charge=+1 spin_multiplicity=1
Y -0.653383 0.434089 -1.073517 2.482 -1.398 -2.539 0.833
C -1.366846 1.616049 3.893215 -0.141 -0.016 -0.108 -1.636
C -1.161763 1.326857 2.436557 -0.393 -0.086 -0.086 0.394
N -0.061559 1.458600 1.797786 -0.059 -0.075 0.271 0.281
O 0.982006 1.858416 2.634479 0.111 0.111 -0.236 -0.493
C -2.334487 0.857312 1.609024 0.015 0.174 0.583 0.363
C -3.736422 0.826001 2.109651 -0.020 0.008 0.168 -1.854
N -1.977881 0.526609 0.443244 -2.062 0.062 2.051 1.094
O -2.708324 0.111667 -0.587710 -0.899 -0.146 0.435 -0.883
H -0.429643 1.781095 4.408583 0.056 0.005 0.005 0.446
H -1.906765 0.795189 4.370312 0.014 0.021 -0.034 0.362
H -1.986594 2.510437 4.006558 0.031 -0.049 -0.029 0.397
H 1.610730 2.257330 2.019562 -0.011 -0.042 0.107 0.356
H -4.035092 1.806233 2.488379 0.013 -0.041 -0.007 0.373
H -3.847308 0.110474 2.929734 -0.005 0.051 -0.051 0.399
H -4.402672 0.539474 1.300697 -0.001 -0.013 -0.031 0.423
O -0.453423 -1.139523 -3.027614 0.175 0.166 0.114 -0.481
C 0.703614 -0.890036 -3.852292 -0.111 -0.100 0.192 -0.898
C 1.892852 -0.434506 -3.039002 -0.106 0.008 -0.061 0.715
C 3.189975 -0.570381 -3.505587 0.075 -0.097 -0.129 -0.885
C 4.227147 -0.049399 -2.752463 0.110 0.009 0.001 -0.391
C 3.942843 0.592296 -1.553724 0.012 0.003 -0.021 -0.859
C 2.621554 0.678761 -1.165117 0.011 -0.065 -0.072 -0.130
N 1.616744 0.172511 -1.889075 0.674 0.144 -0.047 0.448
H -0.464476 -2.064106 -2.752363 0.000 0.010 -0.045 0.288
H 0.416381 -0.100043 -4.540470 -0.057 0.133 -0.070 0.224
H 0.941773 -1.772356 -4.439520 0.029 -0.090 -0.045 0.516
H 3.380516 -1.072362 -4.447829 -0.006 0.040 0.078 0.503
H 5.250196 -0.138800 -3.097756 -0.054 0.005 0.017 0.427
H 4.725595 1.022725 -0.942274 -0.056 -0.029 -0.040 0.494
H 2.338683 1.181663 -0.245288 0.017 -0.020 0.007 0.316
C 4.475452 -1.762041 1.559014 -0.004 0.009 -0.022 -1.102
C 3.455580 -2.837137 1.929317 0.073 0.025 0.003 -0.362
C 2.253392 -2.849766 0.986713 0.062 -0.273 -0.077 -0.561
S 1.193528 -1.473139 1.356131 -0.238 0.513 -0.316 0.823
O 0.313445 -1.321006 0.113268 -0.018 -0.097 0.228 -0.570
C 0.140598 -2.160101 2.643644 -0.081 0.036 0.143 -0.819
C -1.042531 -2.997912 2.152416 -0.004 -0.039 0.128 -0.079
C -0.821856 -4.508370 2.168545 0.086 -0.017 0.015 -1.458
H 5.313621 -1.754380 2.256456 -0.051 -0.025 -0.027 0.423
H 4.025787 -0.763844 1.573026 0.031 -0.097 0.006 0.218
H 4.873295 -1.937797 0.555726 -0.021 0.007 0.061 0.294
H 3.121745 -2.692787 2.962893 -0.006 -0.020 -0.048 0.202
H 3.910379 -3.826900 1.905491 0.075 -0.004 -0.020 0.439
H 1.668755 -3.768394 1.034571 0.099 0.040 -0.041 0.032
H 2.538004 -2.665297 -0.051871 0.133 -0.093 0.021 0.435
H -0.190231 -1.267323 3.178260 -0.052 -0.082 0.028 0.179
H 0.815862 -2.707311 3.310782 -0.092 0.036 -0.028 0.614
H -1.333760 -2.662544 1.157936 0.010 0.051 -0.071 0.100
H -1.882862 -2.754912 2.803509 -0.049 -0.044 0.011 0.389
H 0.000205 -4.819923 1.519283 -0.100 0.019 0.043 0.317
H -1.716813 -5.027205 1.824261 0.018 0.031 0.014 0.390
H -0.603264 -4.864177 3.178442 0.012 0.026 -0.059 0.354
Se -0.190232 2.918818 -1.682512 0.337 1.356 -0.438 -0.301
C -1.902477 3.506501 -2.334031 -0.195 -0.019 0.062 0.008
C -1.996940 4.018930 -3.625881 -0.085 -0.007 0.019 -0.489
C -3.220887 4.458970 -4.113859 0.032 -0.023 0.044 -0.494
C -4.360306 4.388604 -3.322422 0.032 0.005 -0.001 -0.456
C -4.269197 3.882306 -2.034147 0.084 -0.022 0.021 -0.640
C -3.044994 3.446838 -1.538391 -0.027 0.052 -0.110 0.203
H -1.111008 4.078336 -4.244364 0.002 0.002 -0.001 0.386
H -3.282504 4.861972 -5.117341 0.007 -0.013 0.023 0.368
H -5.311865 4.733535 -3.705627 0.016 -0.008 0.000 0.381
H -5.152309 3.829922 -1.407404 0.053 -0.003 -0.026 0.371
H -2.979578 3.065256 -0.528013 0.016 -0.009 0.035 0.261

---

18
Properties=species:S:1:pos:R:3:forces:R:3:lowdin_spin:R:1 method="wB97M-V/def2-TZVPD" charge=-1 spin_multiplicity=2
O -1.074779 1.580315 -1.254966 0.186 -0.208 0.003 0.327
C -2.020740 0.807506 -0.812461 -0.288 0.261 0.252 0.402
C -1.775663 -0.212264 0.247451 0.075 0.267 -0.453 0.102
N -2.832876 -0.275043 1.279098 -0.019 -0.391 0.153 0.047
H -3.037895 0.802284 -1.248047 0.242 0.067 -0.124 0.037
H -1.722818 -1.239609 -0.188882 0.053 -0.003 0.316 0.044
H -0.786097 0.059779 0.635026 0.011 -0.315 0.194 0.005
H -2.690502 -1.106414 1.861808 -0.009 0.285 -0.082 0.017
H -2.775945 0.541727 1.879716 -0.012 0.003 -0.101 0.013
C 3.121613 0.675108 0.081260 -0.349 0.292 -0.037 0.000
N 1.853346 0.390131 -0.227718 0.098 0.116 -0.300 0.000
C 1.396339 -0.966863 -0.467760 0.066 0.697 -0.637 0.004
O 4.001632 -0.138151 0.292995 0.364 -0.212 0.132 0.000
H 3.292007 1.766715 0.137768 0.095 -0.048 0.001 0.000
H 1.243243 1.140206 -0.531959 -0.362 -0.028 0.105 0.000
H 2.165266 -1.528084 -0.988067 0.269 -0.238 0.311 0.000
H 0.564588 -0.880995 -1.154314 -0.391 -0.078 0.103 -0.001
H 1.079288 -1.416343 0.459047 -0.029 -0.467 0.164 0.003

---

37
Properties=species:S:1:pos:R:3:forces:R:3:lowdin_spin:R:1 method="wB97M-V/def2-TZVPD" spin_multiplicity=2
C -1.187285 -0.539259 -1.210075 -2.999 -0.735 0.214 0.002
N 0.157594 -0.909238 -0.753839 0.024 2.689 1.217 0.024
C 1.322931 -0.171952 -1.490528 -0.851 -2.809 0.133 0.028
C 2.139752 0.592198 -0.511671 2.563 1.619 1.095 0.123
C 1.436556 2.109297 -0.304722 1.085 0.032 0.057 0.102
O 0.826531 2.230868 0.882079 0.535 -0.780 0.352 0.456
C -2.289512 -0.464106 0.074818 2.602 -1.839 -2.065 0.000
H -1.385459 0.436057 -1.654883 0.883 0.243 -0.199 0.000
H -1.552237 -1.256761 -1.975409 0.240 0.138 0.443 0.001
H 0.114618 -0.619057 0.306771 0.921 -0.626 -2.440 0.001
H 1.933914 -1.054328 -1.905434 -0.459 1.404 0.551 0.018
H 1.066818 0.446140 -2.410751 -0.259 -0.767 1.309 0.005
H 2.298611 0.213709 0.526031 -0.852 -0.313 -0.870 0.001
H 3.235289 0.701787 -0.813457 -1.515 0.319 -0.182 0.001
H 2.195022 2.944436 -0.196536 -0.103 -1.082 -1.136 0.036
H 0.732919 2.125246 -1.132470 -0.003 0.640 -0.216 0.005
H -3.334833 -0.781679 -0.208047 1.380 0.358 0.442 0.000
H -1.743661 -1.112231 0.819906 -1.443 0.624 -0.291 0.000
H -2.160884 0.579525 0.249996 -0.712 0.563 0.954 0.000
H -3.746333 2.439579 -1.005496 -0.525 0.169 0.809 0.000
H -2.194901 2.628661 -0.605809 -0.808 0.415 0.682 0.000
O -2.847939 2.419229 -1.288394 0.773 -0.492 -2.105 0.001
H 2.285517 -0.593420 2.680854 0.460 1.630 0.838 0.000
H 1.021096 -1.367933 2.530695 -1.760 0.444 0.373 0.001
O 1.936971 -1.399835 2.384150 1.927 -2.436 -1.087 0.005
H -0.560298 2.491429 0.870661 -2.347 1.938 0.148 -0.003
H -1.549202 3.780035 1.314146 0.307 0.055 0.094 0.000
O -1.516246 2.963893 0.815062 1.459 -1.287 0.265 0.013
H 0.499582 1.106915 1.476077 -1.763 -2.194 2.598 0.014
H -0.955987 0.430871 2.357314 2.882 0.064 -0.751 0.000
O 0.058208 0.274973 2.191959 -1.830 2.154 -1.220 0.164
H -0.232474 -3.182390 0.979471 0.225 -0.588 0.548 0.000
H -0.835636 -2.877030 -0.286850 -0.400 -1.447 0.676 0.000
O -0.851871 -3.626210 0.387261 0.347 1.983 -1.328 0.001
H 2.523399 -3.177986 -1.290599 -1.092 -1.280 0.756 0.000
H 1.091406 -3.838314 -0.962509 1.234 0.088 0.175 0.000
O 2.068034 -3.943110 -0.839785 -0.127 1.106 -0.839 0.000

---

Energy above the lowest of the compared OMol25 structures with the same formula, charge and spin? In order: 44.8 29.1 53.5 kcal per mole.
E_tot? In order: -113229.2308 -11384.5329 -21391.1156 eV.